No. 1
The following is a DFT calculation (ωB97M-V/def2-TZVPD) of C8H28N9O6Y as an isolated structure at a distorted geometry.

Electronic energy in eV: -35480.0321
Gap between HOMO and LUMO in eV: 6.02

```
! wB97M-V def2-TZVPD RIJCOSX def2/J DEFGRID3
* xyz 2 1
Y 1.8369 1.2571 -2.5451
O 0.8240 0.5169 -0.7777
H 0.0922 0.0712 -0.3514
C 1.4677 2.8377 2.8384
O 0.6783 3.7293 2.5204
N 2.1895 2.9001 3.9769
N 1.6072 1.6849 2.1268
H 2.8238 2.1425 4.1478
H 2.0905 3.6432 4.6421
H 1.1540 1.5364 1.2476
H 2.2148 0.9772 2.4960
C 4.1752 -1.3121 -1.7515
O 3.1916 -0.5600 -2.0613
N 3.9618 -2.5618 -1.3479
N 5.4542 -0.9027 -1.7949
H 4.7295 -3.0737 -0.9533
H 3.0030 -2.9252 -1.2768
H 6.0922 -1.4881 -1.2864
H 5.6064 0.0807 -1.9357
C -1.4737 2.3340 -3.2719
O -0.2901 1.8773 -3.3371
N -2.1752 2.7549 -4.3534
N -2.1800 2.2901 -2.1395
H -1.6286 2.9076 -5.1875
H -2.9226 3.3925 -4.1349
H -3.1773 2.4172 -2.1854
H -1.7820 2.1461 -1.2058
C 1.3424 -3.2753 0.3644
O 1.6387 -3.5348 -0.8046
N 1.2732 -4.2064 1.3442
N 1.1201 -2.0046 0.8015
H 0.9663 -3.9225 2.2554
H 1.4244 -5.1833 1.1693
H 0.7983 -1.7973 1.7306
H 1.1688 -1.2041 0.1847
C -3.9781 1.3136 1.0775
C -2.5605 0.7227 1.1127
C -2.4704 -0.5790 0.2999
O -3.2209 -1.5925 0.8710
C -3.1329 -2.8106 0.1789
N -1.5992 1.7484 0.6550
H -3.9653 2.2131 1.6910
H -4.6409 0.5768 1.5284
H -4.2665 1.5498 0.0528
H -2.4035 0.5180 2.1763
H -1.4101 -0.8702 0.2657
H -2.7578 -0.3238 -0.7292
H -3.5529 -3.6593 0.7096
H -2.0704 -3.1020 0.0900
H -3.3941 -2.8068 -0.8836
H -0.7206 1.3118 0.3307
H -1.1515 2.2452 1.4289
*
```



No. 2
The following is a DFT calculation (ωB97M-V/def2-TZVPD) of a 8-piece molecular cluster, C8H28O10 overall at a distorted geometry.

Electronic energy in eV: -29225.0007
Gap between HOMO and LUMO in eV: 7.19

```
! wB97M-V def2-TZVPD RIJCOSX def2/J DEFGRID3
* xyz -2 1
C 4.7514 4.3628 -25.4141
O 4.9514 4.8971 -24.2604
O 5.6907 3.7035 -25.9961
O 3.5548 4.3147 -25.9027
C 3.2085 3.1640 -29.1062
O 2.8227 4.4092 -28.5373
H 2.8227 3.1675 -30.1286
H 4.2943 3.0597 -29.1937
H 2.8121 2.3281 -28.5270
H 3.1860 4.3754 -27.6177
C 0.3489 5.7279 -26.4925
O 0.8815 4.6783 -25.7244
H -0.7153 5.5372 -26.6559
H 0.3895 6.6802 -25.9430
H 0.9364 5.8407 -27.4064
H 1.8567 4.6127 -25.8687
C 8.3368 5.7755 -25.5569
O 7.6187 5.8962 -24.3472
H 8.3450 4.7489 -25.9247
H 8.0491 6.5205 -26.3058
H 9.3707 6.0312 -25.2841
H 6.7333 5.4877 -24.4627
C 6.1232 5.7223 -28.9062
O 6.7199 4.5037 -28.5094
H 5.9631 6.3642 -28.0377
H 6.7682 6.2556 -29.6102
H 5.1625 5.5084 -29.3889
H 6.2513 4.2417 -27.6844
C 3.0213 0.9815 -25.4439
O 4.3783 1.0841 -25.8275
H 2.3256 1.2825 -26.2331
H 2.7427 -0.0380 -25.1677
H 2.8320 1.6258 -24.5818
H 4.5180 2.0026 -26.1230
C 4.4038 7.9452 -25.9136
O 3.9983 7.4817 -24.6416
H 3.8678 7.3558 -26.6661
H 4.1426 8.9999 -26.0260
H 5.4786 7.8456 -26.0971
H 4.2793 6.5297 -24.6083
C 6.9290 1.1196 -27.9631
O 7.4470 1.7973 -26.8337
H 6.6343 0.1280 -27.6092
H 6.0950 1.6485 -28.4261
H 7.6629 0.9895 -28.7658
H 6.7908 2.4769 -26.5545
*
```



No. 3
The following is a DFT calculation (ωB97M-V/def2-TZVPD) of a 6-piece molecular cluster, C8H28O10 overall at a distorted geometry.

ΔE to the lowest compared entry with this formula, charge and spin in kcal per mole: 66.03
Electronic energy in eV: -29220.6616
SMILES: OCCO.OCCO.OCCO.OCCO.O.O
Gap between HOMO and LUMO in eV: 10.37

```
! wB97M-V def2-TZVPD RIJCOSX def2/J DEFGRID3
* xyz 0 1
O -0.8103 1.9033 -0.0251
C -1.7270 1.4380 -0.9340
C -0.9811 0.7175 -2.1581
O -0.2839 -0.3296 -1.5121
H -0.2697 1.1151 0.1816
H -2.3973 0.7665 -0.4057
H -2.2384 2.3086 -1.2941
H -0.3611 1.4685 -2.6697
H -1.5896 0.3582 -3.0088
H -0.8207 -1.0476 -1.1987
O 0.7951 -0.7365 1.3366
C 0.3655 -0.9799 2.7082
C 1.3230 -0.2079 3.5393
O 1.2034 -0.6785 4.8628
H 1.6952 -0.9303 1.1190
H -0.6416 -0.7435 2.9726
H 0.4247 -2.0770 2.9093
H 1.4080 0.8628 3.4694
H 2.2170 -0.5628 3.1213
H 1.7053 -1.5665 4.9408
O -2.2610 -4.7809 2.5931
C -2.1570 -3.5631 1.9093
C -1.3474 -3.4422 0.6307
O -1.3206 -2.0910 0.1351
H -2.9688 -4.6805 3.1522
H -3.1067 -3.2161 1.8122
H -1.7300 -3.0789 2.7102
H -1.7781 -4.0920 -0.1137
H -0.3273 -3.8955 0.7771
H -0.7435 -1.5260 0.7336
O 2.6116 0.1257 -2.4740
C 2.2986 0.7182 -3.7125
C 2.2364 2.2179 -3.6883
O 1.6167 2.6044 -4.9001
H 1.7697 0.1033 -1.8904
H 2.9803 0.3469 -4.4787
H 1.3660 0.2775 -3.8740
H 3.2360 2.7187 -3.5600
H 1.5206 2.5328 -2.9569
H 1.4951 3.5031 -4.8072
O -0.9408 1.7245 2.6738
H -0.7039 2.5915 2.8568
H -0.9627 1.8919 1.7414
O 0.0115 4.2789 -1.3140
H -0.6414 3.6735 -0.9526
H 0.8302 3.9788 -0.9576
*
```



The lowest gap between HOMO and LUMO belongs to which entry? C8H28N9O6Y